(1)
The following is a quantum chemistry calculation of an isolated molecule of C18H21N3S2 at a distorted geometry, from the Open Molecules 2025 dataset.

Output
- energy (eV) = -45146.3825
- structure (SMILES) = CSC(=N\c1ccccc1)/N=C(\SCc1ccccc1)N(C)C

```
! RIJCOSX wB97M-V def2-TZVPD def2/J DEFGRID3
* xyz 0 1
C 3.79913 0.09752 -1.33368
S 2.44946 1.30059 -1.39655
C 1.75358 1.03390 0.19219
N 1.21078 1.96829 0.90012
C 1.06523 3.25024 0.34995
C 1.98992 4.21870 0.61565
C 1.92946 5.50278 0.00929
C 0.79779 5.83479 -0.74587
C -0.16279 4.84989 -1.02233
C -0.04100 3.57434 -0.44443
N 1.88050 -0.22963 0.74649
C 0.84004 -0.82197 1.29336
S -0.84328 -0.22991 1.25797
C -1.20019 -0.57759 -0.50108
C -2.40090 -1.49875 -0.65837
C -3.61296 -1.27130 0.05591
C -4.72588 -2.09654 -0.17460
C -4.61635 -3.20531 -1.02323
C -3.44060 -3.42482 -1.74708
C -2.34028 -2.57337 -1.55581
N 1.05317 -2.13712 1.76715
C -0.09023 -3.01778 2.11596
C 2.38949 -2.75715 1.76681
H 3.41330 -0.91778 -1.39416
H 4.35099 0.23660 -0.38366
H 4.45418 0.22050 -2.18917
H 2.83182 3.92700 1.25888
H 2.72695 6.20712 0.13763
H 0.68692 6.84156 -1.16768
H -1.03167 5.13020 -1.62039
H -0.80849 2.79161 -0.57837
H -1.43571 0.39617 -0.93717
H -0.28988 -0.99310 -0.92768
H -3.69324 -0.41200 0.69809
H -5.63692 -1.96262 0.38441
H -5.47885 -3.80900 -1.14653
H -3.31023 -4.21660 -2.47565
H -1.44836 -2.77040 -2.16272
H 0.25850 -3.99154 2.42582
H -0.63528 -2.58477 2.95905
H -0.78871 -3.10986 1.27802
H 2.42280 -3.51010 2.52769
H 2.55827 -3.21861 0.78070
H 3.16954 -2.04415 2.06511
*
```

(2)
The following is a quantum chemistry calculation of an isolated molecule of C2H5ClOS at a distorted geometry, from the Open Molecules 2025 dataset.

Output
- energy (eV) = -27559.7126
- structure (SMILES) = C[C@](O)(S)Cl

```
! RIJCOSX wB97M-V def2-TZVPD def2/J DEFGRID3
* xyz 0 1
C -0.27762 -1.15878 -0.27668
C 0.03542 0.31826 0.28491
O -1.07875 0.84732 0.97401
S 0.38546 1.54646 -1.03775
Cl 1.50632 0.38454 1.36909
H 0.43894 -1.30921 -1.13091
H -0.21961 -1.86251 0.62210
H -1.32801 -1.13562 -0.58055
H -0.69655 1.67451 1.44750
H 1.23440 0.69504 -1.67173
*
```

(3)
The following is a quantum chemistry calculation of a structure of composition C32H28N3O2RhS3 at a distorted geometry, from the Open Molecules 2025 dataset.

Output
- energy (eV) = -77713.0867
- expectation value of S² = 6.04

```
! RIJCOSX wB97M-V def2-TZVPD def2/J DEFGRID3
* xyz 0 5
Rh 1.02711 0.73624 -0.39841
S 3.41152 0.55057 -0.18990
C 3.60781 0.53089 1.53569
C 4.83364 0.79768 2.13657
C 4.99891 0.54279 3.46717
C 3.89688 0.24771 4.29374
C 2.66238 0.29008 3.77243
C 2.43923 0.44733 2.40098
S 0.82819 0.63943 1.92405
H 5.65086 1.01696 1.47197
H 5.98037 0.50278 3.91438
H 4.00783 0.00149 5.33362
H 1.72179 0.23918 4.36816
C 0.71748 9.29193 1.46941
C -0.52120 10.08203 1.07472
O -0.67593 11.25872 1.32930
S -1.82606 9.23330 0.13345
C -1.43209 7.50583 0.11005
C -2.35084 6.65206 0.64895
C -2.18155 5.28292 0.39877
C -1.07024 4.82786 -0.36343
C -0.12176 5.75650 -0.82611
C -0.29653 7.10198 -0.55899
C -0.66177 3.49369 -0.68023
C 0.02413 2.48976 -0.82507
H 0.46873 8.29210 1.78934
H 1.28097 9.78745 2.30621
H 1.32504 9.33222 0.61765
H -3.20209 7.04189 1.23206
H -2.83804 4.59722 0.83699
H 0.71926 5.35149 -1.34205
H 0.37084 7.81653 -1.03186
C -4.13797 0.69957 0.93722
C -3.50050 1.38727 -0.29862
C -3.22024 0.21820 -1.28143
O -3.12550 -0.99238 -0.39860
C -3.39312 -0.63060 0.95365
H -5.18205 0.54723 0.66522
H -4.00946 1.40283 1.79651
H -2.52826 1.84229 -0.07601
H -4.19301 2.17159 -0.67649
H -2.28844 0.27705 -1.90557
H -4.04330 0.13916 -2.02577
H -2.41457 -0.44006 1.40408
H -3.85611 -1.44554 1.45040
N 1.46818 -6.52746 -2.09165
C 0.96274 -7.77350 -2.20631
C 1.68192 -8.94226 -2.40687
C 0.89308 -10.06010 -2.52250
C -0.49953 -9.96936 -2.27492
C -1.18817 -8.83881 -1.97667
C -0.40549 -7.63254 -1.94161
N -0.70336 -6.31294 -1.62252
C 0.43545 -5.71232 -1.73745
C 0.62494 -4.31251 -1.38670
C 1.85459 -3.69260 -1.18687
C 1.86787 -2.31611 -0.97339
N 0.84276 -1.58875 -0.80479
C -0.35161 -2.16914 -1.00612
C -0.47975 -3.51761 -1.33986
H 2.41064 -6.25277 -2.25071
H 2.75414 -8.92792 -2.41656
H 1.31823 -11.04963 -2.57109
H -1.00496 -10.94495 -2.17532
H -2.25308 -8.86730 -1.67218
H 2.76234 -4.21154 -1.12904
H 2.80494 -1.76166 -0.95608
H -1.22622 -1.55473 -0.76153
H -1.47196 -3.97870 -1.48342
*
```

(4)
The following is a quantum chemistry calculation of a cluster of 2 separate species, C6H12O in total at a distorted geometry, from the Open Molecules 2025 dataset.

Output
- energy (eV) = -8461.8022
- structure (SMILES) = C/C=C/C=C/C.O

```
! RIJCOSX wB97M-V def2-TZVPD def2/J DEFGRID3
* xyz 0 1
C 0.03011 1.82799 -0.33092
C -0.64497 0.52194 -0.60787
C -0.71593 -0.44923 0.29685
C -0.64165 -1.86937 -0.09779
C 0.23936 -2.70827 0.43454
C 1.10747 -3.64822 -0.36653
H -0.71143 2.62786 -0.46314
H 0.83272 2.06382 -1.03511
H 0.49082 1.88102 0.65215
H -0.96202 0.26599 -1.61066
H -0.72495 -0.30737 1.37378
H -1.09492 -2.05307 -1.06922
H 0.81588 -2.27746 1.24173
H 1.25764 -3.44245 -1.42429
H 2.10837 -3.69057 0.06452
H 0.72355 -4.67351 -0.31003
O -0.74518 5.27500 1.44917
H -0.05984 5.79812 1.02754
H -1.30501 4.85777 0.77529
*
```